Record 1
The following is a DFT calculation (wB97M-V/def2-TZVPD) of 9 unconnected molecules or ions with the total composition C63H127BrN13 in a non-equilibrium geometry.

Values from the calculation:
* net charge: +7
* energy: -156724.29517 eV
* HOMO energy: -0.7316 Eh
* gap between HOMO and LUMO: 5.14 eV

Last column: Mulliken charge in e.
CARTESIAN COORDINATES (ANGSTROEM)
C 8.592 -0.671 0.143  -1.010
C 7.665 -1.697 0.847  -0.442
N 6.304 -1.211 0.889  0.068
C 5.982 0.014 1.496  -0.902
C 4.594 0.150 1.402  -0.482
N 4.191 -0.922 0.563  0.565
C 5.232 -1.733 0.170  -0.081
C 2.824 -1.199 0.198  -0.903
H 8.089 -0.524 -0.813  0.237
H 9.593 -1.054 -0.058  0.387
H 8.678 0.243 0.732  0.374
H 7.970 -1.637 1.892  0.293
H 7.720 -2.702 0.429  0.394
H 6.768 0.523 2.033  0.581
H 3.994 0.877 1.929  0.670
H 5.306 -2.620 -0.442  0.475
H 2.155 -0.624 0.838  -0.116
H 2.730 -2.284 0.243  0.619
H 2.536 -0.891 -0.807  0.161
C -0.392 -4.830 -3.173  -1.461
C -0.498 -3.387 -2.797  -0.286
N -0.480 -3.091 -1.313  1.263
C 0.278 -3.739 -0.340  -0.914
C 0.144 -3.128 0.897  -1.118
N -0.659 -2.022 0.745  1.502
C -0.996 -1.988 -0.602  -1.368
C -0.942 -1.205 1.846  -1.095
H -1.260 -5.427 -2.897  0.246
H 0.518 -5.237 -2.733  0.437
H -0.357 -5.004 -4.249  0.413
H -1.404 -2.963 -3.231  0.056
H 0.311 -2.832 -3.271  0.370
H 0.874 -4.601 -0.601  0.646
H 0.624 -3.349 1.839  0.787
H -1.750 -1.325 -1.001  0.622
H -0.167 -0.451 1.987  0.066
H -0.973 -1.909 2.677  0.529
H -1.935 -0.762 1.766  0.206
C 2.365 5.008 -2.140  -0.525
C 3.700 4.564 -1.535  -0.825
N 4.129 3.293 -2.013  0.306
C 3.764 2.077 -1.502  -0.174
C 4.334 1.068 -2.337  -0.871
N 4.830 1.686 -3.468  0.417
C 4.787 3.005 -3.211  -0.521
C 5.416 1.077 -4.575  -0.791
H 2.377 5.345 -3.177  0.344
H 1.979 5.882 -1.617  0.298
H 1.670 4.170 -2.094  -0.014
H 3.781 4.568 -0.448  0.438
H 4.481 5.276 -1.803  0.285
H 3.257 2.037 -0.550  0.656
H 4.344 -0.005 -2.217  0.536
H 5.090 3.779 -3.901  0.437
H 5.143 0.025 -4.657  0.278
H 6.501 1.148 -4.509  0.350
H 5.080 1.729 -5.381  0.352
C 0.040 1.174 -2.244  0.671
C -1.413 1.643 -2.313  -0.665
N -2.069 1.872 -1.034  0.487
C -3.202 1.164 -0.674  -0.326
C -3.573 1.628 0.660  -0.911
N -2.552 2.459 1.080  0.418
C -1.790 2.692 -0.025  -0.767
C -2.436 3.097 2.402  -0.913
H 0.238 0.129 -2.005  -0.344
H 0.638 1.742 -1.531  0.164
H 0.528 1.229 -3.217  -0.343
H -2.028 1.013 -2.956  0.134
H -1.355 2.660 -2.701  0.432
H -3.673 0.432 -1.313  0.423
H -4.331 1.334 1.371  0.475
H -0.960 3.383 0.002  0.842
H -3.350 2.953 2.978  0.300
H -2.075 4.124 2.452  0.289
H -1.615 2.573 2.893  0.409
C 2.511 6.858 1.428  -1.333
C 1.152 6.448 1.031  -0.141
N 0.287 6.635 2.169  0.372
C -0.841 7.468 2.332  -0.335
C -1.557 7.122 3.470  -0.495
N -0.765 6.155 4.136  0.224
C 0.260 5.838 3.306  -0.456
C -1.049 5.420 5.385  -0.973
H 2.625 7.876 1.801  0.380
H 3.127 6.872 0.529  0.350
H 2.932 6.093 2.080  0.436
H 1.118 5.392 0.764  -0.015
H 0.720 6.976 0.181  0.469
H -1.097 8.161 1.544  0.474
H -2.474 7.417 3.958  0.508
H 0.944 5.028 3.510  0.491
H -0.176 5.083 5.944  0.352
H -1.541 4.514 5.030  0.370
H -1.555 6.053 6.114  0.364
C -6.316 -5.886 5.030  -1.247
C -7.020 -5.641 3.695  -0.603
C -6.262 -4.717 2.750  -0.272
C -6.418 -5.050 1.238  -0.955
N -5.472 -4.150 0.421  0.685
C -5.728 -4.590 -1.091  -0.588
C -4.385 -4.976 -1.708  -1.035
C -3.369 -4.294 -0.760  1.003
C -3.983 -4.499 0.636  -1.165
C -5.694 -2.556 0.510  -0.641
C -7.149 -2.108 0.456  -0.731
C -7.223 -0.516 0.273  -1.289
H -6.930 -6.270 5.844  0.393
H -6.040 -4.899 5.402  0.282
H -5.434 -6.489 4.815  0.324
H -8.010 -5.278 3.971  0.359
H -7.235 -6.564 3.156  0.405
H -5.203 -4.828 2.981  0.221
H -6.483 -3.671 2.964  0.265
H -7.403 -4.871 0.806  0.407
H -6.098 -6.081 1.086  0.561
H -6.227 -3.788 -1.635  0.344
H -6.301 -5.511 -1.208  0.328
H -4.219 -4.754 -2.762  0.407
H -4.251 -6.056 -1.647  0.452
H -3.281 -3.243 -1.036  -0.812
H -2.401 -4.792 -0.811  0.433
H -3.513 -4.007 1.488  0.377
H -4.011 -5.559 0.892  0.400
H -5.205 -2.266 -0.421  0.258
H -5.218 -2.220 1.431  0.527
H -7.664 -2.352 1.385  0.360
H -7.635 -2.625 -0.372  0.406
H -8.250 -0.150 0.261  0.423
H -6.786 -0.190 -0.671  0.365
H -6.673 0.098 0.987  0.249
C 1.235 0.491 -11.815  -1.207
C 1.735 -0.778 -11.033  -1.044
C 1.134 -1.051 -9.711  -0.238
C 1.578 0.038 -8.703  -0.931
N 1.602 -0.335 -7.218  0.686
C 2.477 -1.621 -6.947  -0.208
C 1.600 -2.810 -6.775  -0.838
C 0.137 -2.270 -6.774  -0.518
C 0.187 -0.707 -6.728  -0.468
C 2.147 0.675 -6.296  -1.108
C 1.352 1.978 -6.270  -0.550
C 2.122 3.097 -5.514  -0.925
H 1.723 0.557 -12.788  0.394
H 1.456 1.404 -11.263  0.312
H 0.165 0.477 -12.023  0.336
H 2.811 -0.951 -11.009  0.410
H 1.438 -1.616 -11.663  0.432
H 1.425 -2.076 -9.480  0.252
H 0.045 -1.031 -9.727  0.387
H 1.107 1.013 -8.833  0.520
H 2.653 0.197 -8.792  0.319
H 3.146 -1.483 -6.097  0.128
H 3.121 -1.818 -7.804  0.303
H 1.855 -3.312 -5.841  0.235
H 1.697 -3.548 -7.571  0.475
H -0.520 -2.667 -6.000  0.459
H -0.318 -2.446 -7.749  0.434
H -0.074 -0.215 -5.792  0.028
H -0.596 -0.249 -7.331  0.301
H 3.149 0.802 -6.705  0.664
H 2.177 0.205 -5.313  0.401
H 0.418 1.750 -5.756  0.342
H 1.049 2.302 -7.266  0.577
H 1.651 4.059 -5.716  0.533
H 3.132 3.094 -5.923  0.252
H 2.119 2.944 -4.435  -0.114
C 0.135 -0.728 10.501  -1.035
C 1.467 -0.059 10.084  -0.903
C 1.417 0.709 8.729  -0.280
C 1.107 -0.212 7.507  -1.021
N 0.640 0.488 6.207  0.844
C 0.371 -0.463 5.028  -1.034
C 1.650 -0.694 4.270  0.947
C 2.636 0.269 4.884  -0.704
C 1.822 1.291 5.611  -0.764
C -0.632 1.346 6.356  -0.924
C -1.824 0.739 7.015  -0.181
C -3.054 1.709 7.096  -1.317
H -0.097 -1.555 9.830  0.264
H -0.634 0.043 10.558  0.266
H 0.174 -1.123 11.516  0.435
H 2.317 -0.741 10.115  0.425
H 1.862 0.579 10.874  0.439
H 2.331 1.253 8.489  0.357
H 0.624 1.454 8.784  0.172
H 0.214 -0.818 7.652  0.419
H 1.872 -0.975 7.365  0.545
H -0.377 -0.081 4.334  0.214
H 0.017 -1.400 5.460  0.334
H 1.540 -0.684 3.186  -0.989
H 1.907 -1.751 4.337  0.551
H 3.301 0.763 4.177  0.430
H 3.293 -0.277 5.561  0.392
H 1.478 1.990 4.848  0.161
H 2.279 1.883 6.403  0.628
H -0.750 1.794 5.369  0.361
H -0.355 2.191 6.986  0.666
H -1.534 0.440 8.022  0.031
H -2.154 -0.158 6.491  0.346
H -2.882 2.583 7.724  0.387
H -3.946 1.322 7.588  0.411
H -3.330 2.171 6.148  0.227
Br -4.055 -1.277 -3.434  -0.606

=====

Record 2
The following is a DFT calculation (wB97M-V/def2-TZVPD) of a molecular structure, C38H33F10IN5O3Se2W in a non-equilibrium geometry.

Values from the calculation:
* net charge: +1
* energy: -221315.78897 eV
* HOMO energy (alpha / beta): -0.3566 / -0.3557 Eh
* gap between HOMO and LUMO (alpha / beta): 4.59 / 4.50 eV

Last column: Mulliken charge in e.
CARTESIAN COORDINATES (ANGSTROEM)
W 0.121 -0.027 0.277  1.030
C -2.414 -2.562 0.182  -1.129
N -1.597 -1.660 -0.664  0.847
C -0.748 -2.537 -1.496  -1.240
C 0.146 -1.729 -2.428  -1.181
N 0.854 -0.607 -1.760  2.712
C 1.826 -0.226 -2.704  -1.607
C 1.468 0.367 -3.927  -0.135
F 0.197 0.780 -4.086  -0.313
C 2.357 0.553 -4.977  0.055
F 1.924 1.071 -6.122  -0.299
C 3.697 0.209 -4.817  0.632
F 4.566 0.396 -5.803  -0.296
C 4.109 -0.319 -3.598  0.164
F 5.393 -0.616 -3.391  -0.351
C 3.186 -0.557 -2.589  0.446
F 3.636 -1.108 -1.452  -0.408
C -2.558 -0.953 -1.551  -1.929
C -2.171 0.459 -2.024  -1.593
N -1.135 1.188 -1.251  1.010
C -1.088 2.505 -1.636  0.071
C -0.171 3.384 -1.027  -0.471
F 0.770 2.789 -0.217  0.083
C -0.112 4.759 -1.148  -0.214
F 0.788 5.439 -0.436  -0.383
C -0.999 5.396 -2.003  0.667
F -1.015 6.721 -2.125  -0.329
C -1.848 4.578 -2.746  0.172
F -2.664 5.129 -3.637  -0.309
C -1.892 3.197 -2.584  0.443
F -2.750 2.582 -3.420  -0.370
H -3.023 -3.220 -0.446  0.454
H -3.079 -1.996 0.836  0.385
H -1.775 -3.190 0.804  0.039
H -1.371 -3.205 -2.112  0.641
H -0.143 -3.175 -0.843  0.101
H -0.450 -1.358 -3.272  0.314
H 0.888 -2.434 -2.835  0.639
H -3.510 -0.881 -1.019  0.830
H -2.750 -1.564 -2.441  0.294
H -3.107 1.029 -1.980  0.850
H -1.861 0.417 -3.072  0.612
I -3.145 0.970 1.156  0.348
C -2.221 2.854 1.470  0.015
C -2.974 3.992 1.407  -0.421
C -2.402 5.205 1.814  -0.906
C -1.138 5.214 2.338  -0.675
C -0.352 4.042 2.377  1.274
C 0.937 4.048 2.952  -1.395
C 1.640 2.884 3.048  -1.398
C 1.152 1.712 2.443  0.147
C -0.055 1.630 1.750  0.611
C -0.870 2.816 1.859  0.153
H -4.001 3.958 1.078  0.494
H -2.991 6.108 1.765  0.447
H -0.723 6.120 2.752  0.452
H 1.329 4.975 3.339  0.449
H 2.588 2.851 3.562  0.557
H 1.748 0.816 2.589  0.454
O 2.088 -0.984 3.440  -0.274
C 2.401 -2.340 3.677  -1.659
C 1.300 -3.304 3.186  2.447
C 1.473 -4.622 3.977  -1.376
O 1.138 -4.380 5.320  -0.523
C -0.104 -2.782 3.461  -1.631
Se -0.734 -1.104 2.471  0.062
C 1.468 -3.611 1.708  -1.662
Se 1.727 -2.001 0.494  -0.400
H 1.549 -0.671 4.178  0.303
H 2.571 -2.506 4.742  0.662
H 3.319 -2.557 3.120  0.226
H 2.520 -4.947 3.889  0.471
H 0.832 -5.405 3.548  0.448
H 1.293 -5.177 5.840  0.362
H -0.223 -2.509 4.511  0.595
H -0.841 -3.548 3.219  0.562
H 0.609 -4.171 1.331  0.477
H 2.374 -4.191 1.520  0.743
N 7.585 1.860 -0.116  -0.329
C 6.515 2.515 -0.600  0.146
O 6.573 3.571 -1.186  -0.595
C 5.176 1.865 -0.354  0.722
C 4.146 2.206 -1.222  -1.516
C 2.882 1.701 -1.014  -1.083
N 2.543 0.908 0.019  1.963
C 3.551 0.578 0.846  -0.264
C 4.855 1.015 0.698  -1.373
H 8.493 2.261 -0.293  0.248
H 7.538 0.932 0.264  0.176
H 4.343 2.871 -2.049  0.638
H 2.110 1.956 -1.726  0.730
H 3.333 -0.098 1.663  -0.296
H 5.591 0.697 1.419  0.458

=====

- Which of these has the highest energy?
  C63H127BrN13